{"formula": "C35H25BrF4N3O3PRuS2", "method": "the ωB97M-V functional and the def2-TZVPD basis", "homo_energy_ev": -7.205, "total_energy_ev": -161767.886, "de_lowest_kj_mol": 0.0, "spin_multiplicity": 1, "mol_weight_g_mol": 887.68, "symbols": ["Ru", "F", "C", "C", "F", "C", "F", "C", "P", "C", "C", "C", "C", "C", "C", "C", "C", "C", "C", "C", "C", "C", "Br", "C", "F", "H", "H", "H", "H", "H", "H", "H", "H", "H", "H", "O", "N", "C", "C", "C", "C", "C", "S", "H", "H", "H", "H", "C", "C", "C", "C", "C", "C", "C", "S", "O", "O", "N", "C", "C", "C", "C", "C", "N", "H", "H", "H", "H", "H", "H", "H", "H", "H", "H", "H"], "xyz": [[0.754, -0.380, -0.516], [6.656, -1.501, 3.209], [5.393, -1.254, 2.884], [4.428, -1.165, 3.873], [4.773, -1.321, 5.147], [3.115, -0.907, 3.522], [2.222, -0.811, 4.505], [2.729, -0.739, 2.200], [0.990, -0.407, 1.700], [0.647, 1.177, 2.538], [-0.660, 1.667, 2.472], [-0.964, 2.917, 2.985], [0.032, 3.707, 3.541], [1.337, 3.241, 3.578], [1.643, 1.984, 3.078], [0.110, -1.708, 2.632], [-0.971, -1.460, 3.470], [-1.641, -2.517, 4.073], [-1.232, -3.823, 3.853], [-0.146, -4.076, 3.027], [0.517, -3.024, 2.418], [3.715, -0.833, 1.230], [3.304, -0.644, -0.611], [5.034, -1.087, 1.558], [5.977, -1.183, 0.621], [-1.439, 1.083, 1.997], [-1.984, 3.278, 2.934], [-0.205, 4.688, 3.933], [2.124, 3.857, 3.994], [2.672, 1.649, 3.106], [-1.301, -0.449, 3.660], [-2.486, -2.313, 4.718], [-1.758, -4.643, 4.325], [0.182, -5.092, 2.849], [1.360, -3.232, 1.769], [0.571, -0.245, -2.607], [0.576, 0.992, -3.118], [0.398, 1.068, -4.457], [0.465, 2.258, -5.120], [0.706, 3.420, -4.379], [0.851, 3.329, -3.022], [0.780, 2.092, -2.351], [0.905, 1.970, -0.644], [0.222, 0.109, -4.921], [0.331, 2.277, -6.192], [0.769, 4.382, -4.870], [1.023, 4.205, -2.411], [-2.808, 3.610, -4.909], [-2.751, 2.605, -3.792], [-3.018, 1.257, -4.038], [-2.988, 0.327, -3.014], [-2.676, 0.746, -1.727], [-2.403, 2.075, -1.458], [-2.440, 2.997, -2.496], [-2.720, -0.423, -0.405], [-2.986, 0.336, 0.789], [-3.644, -1.464, -0.779], [-1.230, -1.042, -0.322], [-0.926, -2.364, -0.516], [-1.710, -3.526, -0.488], [-1.069, -4.727, -0.701], [0.307, -4.782, -0.929], [1.012, -3.599, -0.922], [0.407, -2.432, -0.713], [-3.666, 3.428, -5.556], [-1.910, 3.553, -5.529], [-2.881, 4.625, -4.520], [-3.274, 0.939, -5.042], [-3.220, -0.713, -3.198], [-2.179, 2.385, -0.447], [-2.234, 4.040, -2.287], [-2.769, -3.462, -0.307], [-1.647, -5.642, -0.686], [0.814, -5.720, -1.105], [2.083, -3.563, -1.079]]}